The following is a quantum chemistry calculation of a cluster of 3 separate species, C2H11N2O2 in total, from the OMol25 dataset.

Each line ends with the Mulliken spin population.
Element x y z (Å)
C1 -0.643 -0.373 0.050  0.027
C2 -0.289 -0.210 1.375  0.504
N1 -1.330 0.007 2.400  -0.006
N2 0.219 -0.511 -0.913  0.419
H1 -1.718 -0.397 -0.130  0.014
H2 0.615 0.227 1.797  0.041
H3 -0.974 0.675 3.092  0.006
H4 -2.274 0.301 2.101  0.008
H5 -1.549 -0.827 2.979  0.021
H6 1.162 -0.904 -0.798  -0.010
H7 0.028 -0.627 -1.924  -0.028
H8 1.255 3.105 0.806  0.000
H9 2.561 2.381 1.237  0.001
O1 1.592 2.257 1.129  0.002
H10 0.493 -0.697 -3.954  0.000
H11 -0.096 -2.035 -4.344  0.000
O2 0.138 -1.518 -3.553  0.001

* 2S+1: 2
* E: -342.0683 hartree
* LUMO level (alpha / beta): -8.468 / -12.054 eV
* total charge: +2
* highest occupied orbital energy (alpha / beta): -18.73 / -18.73 eV
* molecular weight: 95.1 g mol⁻¹
* expectation value of S²: 0.7758
* energy relative to the best compared isomer or geometry (same formula, charge and spin): 0.9092 eV

=====

The following is a quantum chemistry calculation of a cluster of 3 separate species, C2H11N2Si in total, from the OMol25 dataset.

Each line ends with the Mulliken spin population.
Element x y z (Å)
C1 -0.168 1.106 -1.436  0.096
C2 0.554 0.447 -0.318  0.862
N1 -0.223 -0.193 0.490  -0.045
N2 -3.016 -0.705 0.576  0.018
Si1 3.645 -0.179 0.517  0.919
H1 -0.243 2.217 -1.106  -0.004
H2 0.377 1.217 -2.445  0.001
H3 -1.106 0.656 -1.666  0.046
H4 0.129 -0.597 1.387  0.022
H5 -1.189 -0.604 0.378  0.045
H6 -3.228 -0.680 1.578  -0.001
H7 -3.196 -1.723 0.545  -0.001
H8 -3.869 -0.523 0.056  0.000
H9 4.023 -1.396 -0.335  0.008
H10 4.022 -0.134 2.027  0.017
H11 3.487 1.091 -0.248  0.016

* 2S+1: 3
* E: -481.3364 hartree
* LUMO level (alpha / beta): -4.600 / -6.926 eV
* total charge: +1
* highest occupied orbital energy (alpha / beta): -10.62 / -15.23 eV
* molecular weight: 91.2 g mol⁻¹
* expectation value of S²: 2.0080
* energy relative to the best compared isomer or geometry (same formula, charge and spin): 0.0272 eV

=====

The following is a quantum chemistry calculation of a cluster of 2 separate species, C2H11N4O2 in total, from the OMol25 dataset.

Each line ends with the natural charge from an NBO analysis.
Element x y z (Å)
C1 -0.158 -0.762 -0.003  0.523
C2 1.038 0.178 -0.110  0.457
N1 -0.432 -1.602 -0.945  -0.683
N2 -0.787 -0.832 1.154  -0.697
N3 0.591 1.372 -0.777  -0.848
N4 1.571 0.666 1.140  -0.849
O1 -2.783 0.593 0.244  -0.944
O2 1.940 -0.476 -0.944  -0.751
H1 -1.145 -2.228 -0.653  0.413
H2 0.241 -1.752 -1.615  0.446
H3 -1.572 -1.550 1.166  0.414
H4 -0.909 -0.105 1.818  0.457
H5 0.706 1.145 -1.779  0.408
H6 -0.217 1.782 -0.351  0.383
H7 2.051 0.009 1.635  0.377
H8 -1.915 0.703 -0.151  0.447
H9 2.144 1.589 0.956  0.419
H10 -3.274 1.424 0.114  0.498
H11 2.909 -0.158 -0.898  0.530

* E: -452.0614 hartree
* LUMO level: -3.566 eV
* total charge: +1
* highest occupied orbital energy: -14.27 eV
* molecular weight: 123.1 g mol⁻¹
* energy relative to the best compared isomer or geometry (same formula, charge and spin): 1.6027 eV

=====

Which value of total charge does entry 3 give?
+1